Here is 2 unconnected molecules or ions with the total composition C5H10N3S from the OMol25 dataset. Energies are from the ωB97M-V functional and the def2-TZVPD basis.

XYZ file:
```
19
Properties=species:S:1:pos:R:3
C 2.0422 0.2534 -1.1925
C 2.9771 0.5617 -0.1236
C 0.7798 0.5200 -0.7930
C 2.3864 0.7294 1.0774
C 0.1365 -1.1256 1.3077
N -1.8898 -1.6229 0.2411
N -0.8579 -1.7591 0.9767
N -2.8735 0.8791 -0.5642
S 0.5928 0.7037 0.9560
H 2.4645 -0.0172 -2.1490
H 4.0639 0.6493 0.0083
H -0.0735 0.3954 -1.5235
H 0.7816 -1.5490 2.1429
H -2.1958 -2.5710 0.0311
H -2.4451 -0.7340 0.0478
H -3.6442 1.5154 -0.5113
H 2.6246 0.9438 2.1127
H -2.0747 1.5253 -0.4883
H -2.7950 0.7022 -1.5562
```

Values from the calculation:
Relative energy (zero: lowest compared OMol25 entry of this formula, charge and spin) ... 85.2 kcal per mole
Net charge ... +1
F_max ... 3.224 eV/Å
Calculated total energy ... -20642.170 eV
E_HOMO ... -12.704 eV

=====

Here is 4 unconnected molecules or ions with the total composition C4H14O4 from the OMol25 dataset. Energies are from the ωB97M-V functional and the def2-TZVPD basis.

XYZ file:
```
22
Properties=species:S:1:pos:R:3
C -0.6526 2.6228 0.6796
C -0.1311 1.1448 0.5434
C 0.0830 0.8444 -0.9260
C -1.3267 0.5028 1.2629
O -0.2979 3.3375 1.5717
H -1.1686 2.9903 -0.2179
H 0.7490 1.0301 1.2077
H -0.2093 -0.1872 -1.1057
H 0.8930 1.2255 -1.5223
H -0.6880 1.4228 -1.4779
H -1.2107 -0.5815 1.4554
H -2.1740 0.8984 0.6796
H -1.3630 0.8496 2.2647
H -0.8334 -2.5547 -1.3169
H -1.8532 -2.9983 -2.2457
O -1.4548 -3.2897 -1.4149
H 1.9095 -1.2777 -2.6287
H 0.5406 -1.6902 -3.2365
O 1.2633 -1.9885 -2.6829
H 2.2826 -2.2650 1.6185
H 2.3068 -1.2375 2.7922
O 2.1257 -1.3465 1.8473
```

Values from the calculation:
Relative energy (zero: lowest compared OMol25 entry of this formula, charge and spin) ... 32.0 kcal per mole
Net charge ... 0
F_max ... 3.241 eV/Å
Calculated total energy ... -12563.639 eV
E_HOMO ... -9.431 eV
Structure (SMILES) ... CC(C)C=O.O.O.O

=====

Copy entry 1 word for word.
Here is 2 unconnected molecules or ions with the total composition C5H10N3S from the OMol25 dataset. Energies are from the ωB97M-V functional and the def2-TZVPD basis.

XYZ file:
```
19
Properties=species:S:1:pos:R:3
C 2.0422 0.2534 -1.1925
C 2.9771 0.5617 -0.1236
C 0.7798 0.5200 -0.7930
C 2.3864 0.7294 1.0774
C 0.1365 -1.1256 1.3077
N -1.8898 -1.6229 0.2411
N -0.8579 -1.7591 0.9767
N -2.8735 0.8791 -0.5642
S 0.5928 0.7037 0.9560
H 2.4645 -0.0172 -2.1490
H 4.0639 0.6493 0.0083
H -0.0735 0.3954 -1.5235
H 0.7816 -1.5490 2.1429
H -2.1958 -2.5710 0.0311
H -2.4451 -0.7340 0.0478
H -3.6442 1.5154 -0.5113
H 2.6246 0.9438 2.1127
H -2.0747 1.5253 -0.4883
H -2.7950 0.7022 -1.5562
```

Values from the calculation:
Relative energy (zero: lowest compared OMol25 entry of this formula, charge and spin) ... 85.2 kcal per mole
Net charge ... +1
F_max ... 3.224 eV/Å
Calculated total energy ... -20642.170 eV
E_HOMO ... -12.704 eV